# C24H42BKN6O2Se4

A molecular structure, C24H42BKN6O2Se4 at a distorted geometry (the ωB97M-V functional and the def2-TZVPD basis, the Open Molecules 2025 dataset).

Geometry as XYZ:
```
80
Properties=species:S:1:pos:R:3:forces:R:3
K -0.462811 -0.193878 0.928188 0.9751 0.7087 0.6777
C 1.481389 -2.939278 1.046588 0.0163 0.1835 -0.0187
C 0.392089 -3.188478 0.065288 -0.0204 -0.3468 -0.2101
C -0.135011 -4.423478 -0.332312 -0.2084 -0.0015 -0.1466
C -1.145911 -4.107578 -1.219112 0.2068 -0.3277 0.1496
C -2.026411 -5.070478 -1.942312 -0.0537 0.1915 -0.0431
N -1.189711 -2.761978 -1.326512 -0.4305 -0.7438 -0.2923
N -0.251311 -2.211678 -0.551712 0.5861 0.1976 0.0574
B -2.172411 -1.940878 -2.178312 0.4867 0.4686 0.1850
N -1.423411 -1.129678 -3.260412 -0.2381 -0.4054 -0.6263
N -0.651811 -0.069178 -3.002912 0.4919 0.8094 0.5109
C -0.233411 0.412922 -4.162912 -0.2251 -0.2305 -0.0818
C 0.652189 1.605022 -4.296112 -0.0003 -0.0521 0.2063
C -0.740411 -0.364278 -5.213712 -0.1289 -0.1937 0.0992
C -1.495711 -1.340478 -4.593512 0.1418 0.1101 -0.4077
C -2.252611 -2.443078 -5.253012 -0.0276 0.0231 0.1795
N -3.011911 -0.993478 -1.303712 -0.7169 -0.3509 -0.2685
N -2.463111 -0.093478 -0.488512 -0.0639 0.5368 0.0194
C -3.439211 0.571022 0.104588 -0.3492 -0.1188 -0.2901
C -3.187611 1.648422 1.099988 0.1802 -0.1001 0.0530
C -4.674911 0.090922 -0.347512 -0.0205 -0.1448 -0.1279
C -4.358411 -0.909578 -1.247312 -0.3368 0.1906 0.1439
C -5.307111 -1.749378 -2.036012 0.2150 -0.0399 -0.0318
H 2.058489 -3.847578 1.215388 0.0242 -0.0137 0.0052
H 1.053789 -2.617278 1.996688 0.0587 0.0745 0.2221
H 2.150489 -2.156778 0.688588 0.0553 0.0001 0.0701
H 0.164789 -5.406378 -0.015712 0.0343 -0.1073 0.0320
H -1.748111 -6.084478 -1.656912 -0.0140 -0.0093 -0.0132
H -1.920011 -4.969778 -3.022612 -0.0652 -0.0459 -0.0607
H -3.074811 -4.912678 -1.691712 -0.0952 -0.0393 -0.0469
H -2.906411 -2.694278 -2.725212 -0.2169 -0.2226 -0.1506
H 0.500089 2.288422 -3.461412 0.0432 0.0321 -0.0500
H 0.439689 2.128222 -5.228412 -0.0181 0.0566 -0.0094
H 1.699789 1.300922 -4.314612 0.0900 0.0928 0.0232
H -0.581211 -0.225978 -6.268012 -0.0139 -0.0401 -0.1553
H -2.090411 -2.390478 -6.328912 -0.0278 -0.0071 -0.0234
H -3.320411 -2.360678 -5.049712 -0.0746 -0.1090 -0.0442
H -1.913911 -3.415778 -4.898212 -0.0620 -0.1043 -0.0181
H -2.363111 2.283322 0.778888 0.0176 0.1239 0.0359
H -2.926811 1.222522 2.069288 0.0520 0.0874 0.1696
H -4.080511 2.258322 1.222388 0.0139 0.0779 0.0312
H -5.655011 0.424122 -0.057812 -0.1425 0.0125 0.0043
H -6.332511 -1.474278 -1.789312 0.0250 0.0084 0.0134
H -5.164511 -2.806678 -1.815512 -0.0548 -0.0939 -0.0610
H -5.154911 -1.604778 -3.105512 -0.0470 -0.0674 -0.0871
O 3.965289 0.627722 5.732788 0.4439 -0.4144 -0.0417
C 2.870089 1.511622 5.718388 -0.4346 0.7450 0.1032
C 1.859089 1.250722 4.587888 0.1098 -0.2231 0.2614
C 0.747089 2.319622 4.706088 0.2474 -0.0158 0.7403
O 0.259189 2.811522 3.489088 -0.2934 0.2131 -0.5052
C 1.313189 -0.165278 4.778488 -0.2020 -0.3999 0.1343
Se -0.389711 -0.602678 3.927288 -0.5669 -0.3649 0.0807
C 2.567889 1.333822 3.249888 0.3020 0.2845 -0.4019
Se 3.488189 3.051022 2.943388 0.1972 0.5150 -0.0013
H 4.446989 0.803322 4.915288 0.0579 0.0575 0.0188
H 3.235489 2.544722 5.629288 -0.1139 -0.1326 0.0086
H 2.370489 1.408422 6.687888 -0.0261 -0.0793 -0.0358
H 1.134189 3.161422 5.307988 -0.0313 -0.1006 -0.0630
H -0.104611 1.886222 5.232988 0.0130 -0.0195 -0.0232
H 1.031889 3.218622 3.064688 0.1924 0.1540 -0.1149
H 1.142789 -0.351678 5.843588 0.2003 0.0193 -0.0393
H 2.029789 -0.904578 4.412388 0.1035 0.1634 0.2190
H 1.851289 1.194722 2.437788 0.0441 -0.2004 0.1241
H 3.334989 0.559322 3.162388 -0.2784 -0.1503 0.0119
C 5.013189 1.204622 0.179688 -0.2281 0.0134 -0.2111
Se 3.634189 0.059022 -0.594612 0.0094 -0.1212 0.0049
C 2.478089 1.431022 -1.380112 0.2884 -0.0207 -0.1457
C 1.904689 2.361722 -0.349912 -0.1179 0.3962 0.1638
Se 1.029789 3.930422 -1.158112 -0.0510 0.0243 -0.1479
C 0.918189 4.940322 0.507588 0.1193 -0.2415 -0.0471
H 5.415889 1.859622 -0.591912 0.0773 -0.0381 -0.0294
H 5.795889 0.557322 0.571088 -0.0126 -0.0574 -0.0642
H 4.591789 1.796422 0.989988 0.0266 0.0544 0.0976
H 1.696889 0.867822 -1.892912 0.0913 0.0214 -0.0901
H 3.089989 1.986523 -2.100812 -0.2093 -0.1354 0.0098
H 2.683889 2.801322 0.278288 -0.1810 -0.2421 0.1920
H 1.154189 1.864622 0.270088 0.2752 0.1237 0.0524
H 0.574189 5.949022 0.291488 -0.0397 -0.0095 -0.0882
H 1.911989 4.960322 0.953288 -0.1294 0.0037 0.1157
H 0.216689 4.435222 1.168988 0.0549 0.1075 0.0872
```
Forces are in eV/Å.

Energy above the lowest of the compared OMol25 structures with the same formula, charge and spin, kcal/mol: 15.3
Kohn-Sham gap, eV: 5.0
Largest force on an atom, eV/A: 1.4
E_HOMO, Ha: -0.0399
Net charge: -2